{"formula": "C37H33N7O5S4SeV", "method": "wB97M-V/def2-TZVPD", "symbols": ["V", "C", "O", "C", "C", "C", "C", "C", "C", "N", "N", "C", "O", "C", "C", "C", "C", "C", "C", "C", "O", "H", "H", "H", "H", "H", "H", "H", "H", "H", "H", "H", "H", "O", "C", "C", "C", "C", "C", "C", "C", "O", "N", "N", "C", "S", "C", "C", "S", "H", "H", "H", "H", "H", "H", "H", "H", "H", "S", "C", "N", "C", "C", "C", "C", "C", "C", "S", "H", "H", "H", "H", "C", "N", "C", "C", "N", "C", "C", "Se", "H", "H", "H", "H", "H", "H", "H", "H"], "coordinates": [[0.62201, -0.54437, 0.40026], [-3.23403, -3.08599, 2.26293], [-3.55251, -2.59352, 0.96768], [-2.70759, -3.06800, -0.02208], [-3.23067, -3.91719, -0.96878], [-2.43811, -4.42896, -2.00035], [-1.10209, -4.08496, -2.03809], [-0.54070, -3.21302, -1.10263], [0.90457, -3.01865, -1.12021], [1.45632, -2.07689, -0.46261], [2.85294, -2.09967, -0.27434], [3.05944, -1.53403, 0.89908], [2.16657, -1.11973, 1.70016], [4.48132, -1.39943, 1.36170], [5.55509, -1.81948, 0.58237], [6.85056, -1.66406, 1.04629], [7.08217, -1.08394, 2.28820], [6.01350, -0.65133, 3.06059], [4.71389, -0.80585, 2.59890], [-1.35087, -2.63537, -0.07224], [-0.88444, -1.85121, 0.82736], [-3.91594, -2.60355, 2.96094], [-3.37688, -4.17477, 2.28919], [-2.21007, -2.82716, 2.53166], [-4.28112, -4.17014, -0.88738], [-2.85831, -5.08707, -2.74823], [-0.45747, -4.48921, -2.81111], [1.54211, -3.71291, -1.66932], [5.35109, -2.25911, -0.38380], [7.68426, -1.98851, 0.43425], [8.09742, -0.95891, 2.64729], [6.18878, -0.17953, 4.02003], [3.85496, -0.45401, 3.15488], [-2.17108, 1.49435, -4.83051], [-1.17325, 0.59790, -4.76269], [-0.67484, 0.10475, -5.97288], [0.34930, -0.82370, -5.99518], [0.90225, -1.28584, -4.80905], [0.40876, -0.79364, -3.61184], [-0.61419, 0.14282, -3.54690], [-1.05601, 0.62740, -2.17470], [-0.45199, 0.21985, -1.15840], [-2.11297, 1.42110, -2.23856], [-2.56796, 1.99086, -1.03889], [-3.79218, 1.73156, -0.85579], [-4.69301, 0.53373, -1.80815], [-6.19036, 0.58298, -0.78476], [-5.81140, 1.08221, 0.60193], [-4.76565, 2.53137, 0.38484], [-2.38984, 1.69975, -3.86199], [-1.12400, 0.47576, -6.88507], [0.71679, -1.18942, -6.94776], [1.70109, -2.01548, -4.80746], [0.80960, -1.14383, -2.67201], [-6.58423, -0.43238, -0.72614], [-6.93922, 1.23525, -1.23956], [-5.23523, 0.32855, 1.14443], [-6.68489, 1.36097, 1.19191], [1.42601, 1.93364, 2.83534], [2.05514, 2.13563, 1.27415], [1.95984, 1.32132, 0.24886], [2.64624, 1.79949, -0.84921], [2.76999, 1.11858, -2.05735], [3.47275, 1.70272, -3.09230], [4.07345, 2.95506, -2.93563], [3.98021, 3.62944, -1.72912], [3.26720, 3.04661, -0.69116], [2.98117, 3.59358, 0.92781], [2.31900, 0.14211, -2.16464], [3.55217, 1.17888, -4.03634], [4.61870, 3.40057, -3.75789], [4.45206, 4.59474, -1.59760], [-1.54245, 3.62347, 2.00878], [-1.61719, 3.07624, 3.35185], [-1.10997, 3.68393, 4.47169], [-1.20418, 2.80323, 5.48994], [-1.77582, 1.65983, 4.97513], [-1.90200, 0.39166, 5.65469], [-2.02087, 1.81772, 3.64773], [-2.64911, 0.52045, 2.51368], [-0.55052, 4.04985, 1.87026], [-2.32382, 4.36914, 1.86315], [-1.67972, 2.80764, 1.30010], [-0.68569, 4.66876, 4.43176], [-0.90784, 2.87596, 6.51838], [-1.53941, 0.51741, 6.67408], [-1.31405, -0.36141, 5.12921], [-2.94299, 0.06743, 5.65726]], "total_charge": -2, "homo_lumo_gap_ev": [4.87, 6.26], "total_energy_ha": -7127.61365, "multiplicity": 4, "e_homo_ev": [-0.834, -2.228]}

{"formula": "C20H34ClO3PPd", "method": "wB97M-V/def2-TZVPD", "symbols": ["C", "C", "C", "C", "Cl", "H", "H", "H", "H", "H", "H", "H", "H", "H", "C", "C", "C", "H", "C", "C", "H", "H", "H", "H", "C", "C", "C", "H", "C", "C", "H", "H", "H", "H", "Pd", "C", "C", "O", "P", "O", "C", "C", "O", "C", "C", "H", "H", "H", "H", "H", "H", "H", "H", "H", "H", "H", "H", "H", "H", "H"], "coordinates": [[-1.82142, 1.23429, -4.93530], [-3.27911, 0.79475, -4.96298], [-1.67571, 2.74155, -5.09018], [-0.99192, 0.49504, -5.97668], [-1.07981, 0.71350, -2.96378], [-2.07323, 3.07578, -6.06799], [-0.61780, 3.03826, -5.04999], [-2.23066, 3.27904, -4.30855], [-3.73257, 0.96397, -5.95503], [-3.87827, 1.36325, -4.23944], [-3.36429, -0.27803, -4.75092], [-1.38767, 0.66301, -6.99625], [-1.01074, -0.58855, -5.80479], [0.04746, 0.85175, -5.98282], [-0.73724, 2.00467, 1.41352], [-0.56329, 3.12138, 0.56493], [-1.37919, 2.96750, -0.57065], [0.03526, 4.00275, 0.80366], [-2.09607, 1.74955, -0.47553], [-1.71823, 1.12141, 0.78335], [-2.24437, 0.29251, 1.23704], [-0.32922, 1.87048, 2.40529], [-1.51641, 3.70285, -1.37139], [-2.85463, 1.36768, -1.14294], [2.08331, -0.19100, -0.62095], [2.53012, 0.95964, 0.10229], [2.21246, 2.11911, -0.64148], [3.12367, 0.93337, 1.01627], [1.53652, 1.73981, -1.81684], [1.44405, 0.29362, -1.84096], [1.15990, -0.34603, -2.66808], [2.30665, -1.24099, -0.44125], [2.52389, 3.13321, -0.39199], [1.21785, 2.39235, -2.62617], [-0.15142, 0.18748, -0.37598], [1.91890, -3.97377, 2.26846], [0.96625, -3.59796, 1.16899], [-0.03265, -2.57678, 1.60015], [0.26853, -1.00685, 1.71006], [1.77491, -0.94321, 2.24446], [2.28846, -0.33125, 3.53744], [2.98006, -1.39795, 4.32772], [-0.63530, -0.48932, 2.91977], [-0.90174, -1.13904, 4.25486], [-2.11352, -2.01826, 4.13543], [2.44967, -4.88963, 1.97430], [1.40247, -4.17593, 3.21654], [2.67387, -3.19299, 2.42478], [1.50905, -3.21299, 0.29699], [0.35820, -4.45673, 0.87074], [1.43604, 0.09496, 4.08069], [2.96809, 0.46416, 3.21986], [2.29366, -2.21345, 4.59570], [3.84462, -1.81674, 3.79567], [3.35305, -0.95752, 5.26134], [-0.00232, -1.69138, 4.57046], [-1.05403, -0.29287, 4.93467], [-1.92003, -2.82230, 3.41692], [-2.33817, -2.46405, 5.10938], [-2.97595, -1.42709, 3.80716]], "total_charge": 2, "homo_lumo_gap_ev": [8.01, 5.41], "total_energy_ha": -1936.91379, "multiplicity": 5, "e_homo_ev": [-13.677, -14.976]}

{"formula": "C3H7IN3", "method": "wB97M-V/def2-TZVPD", "symbols": ["C", "N", "C", "N", "C", "N", "I", "H", "H", "H", "H", "H", "H", "H"], "coordinates": [[-0.47389, -1.56395, -0.30040], [0.10829, -0.32828, 0.26697], [-0.96609, 0.65702, 0.37808], [-0.39413, 1.83501, 0.00048], [0.77791, 1.79496, -0.30437], [1.18683, 0.29885, -0.43039], [3.04170, -0.38723, 0.02835], [-0.94814, -1.35777, -1.25276], [0.25102, -2.32975, -0.48980], [-1.25746, -1.93395, 0.31760], [0.31722, -0.37276, 1.33680], [-1.31164, 0.62331, 1.45893], [-1.79452, 0.50003, -0.44465], [1.46291, 2.56451, -0.56482]], "total_charge": 1, "homo_lumo_gap_ev": 9.03, "total_energy_ha": -580.09963, "multiplicity": 1, "smiles": "C[N@@H+]1CN=CN1I", "e_homo_ev": -13.675}

{"formula": "C6H12N2O3", "method": "wB97M-V/def2-TZVPD", "symbols": ["C", "N", "C", "N", "C", "O", "O", "H", "H", "H", "H", "H", "H", "C", "C", "C", "O", "H", "H", "H", "H", "H", "H"], "coordinates": [[-1.99079, -2.07019, -0.57827], [-1.14999, -1.57393, 0.20189], [-1.15743, -0.23656, 0.63403], [-0.72236, -0.11999, 1.94581], [-1.73334, 0.77404, -0.02357], [-1.77448, 2.04390, 0.56072], [-2.15912, 0.79716, -1.38520], [-2.05263, -3.10564, -0.56477], [-2.87216, -1.70636, -1.27002], [-0.96789, -0.96046, 2.46022], [-0.76806, 0.68502, 2.54422], [-2.17492, 2.56048, -0.13991], [-1.54983, 0.19437, -1.90458], [1.54585, 1.48879, -0.45863], [1.05508, 0.09865, -0.93803], [1.79646, -0.89738, -0.03369], [0.24702, -0.17129, -1.80396], [1.07817, 2.47903, -0.88880], [1.78808, 1.62850, 0.55502], [2.54989, 1.59291, -0.89856], [1.09890, -0.92318, 0.91032], [2.66277, -0.52231, 0.36199], [1.75512, -1.95323, -0.35390]], "homo_lumo_gap_ev": 8.27, "total_energy_ha": -570.94630, "multiplicity": 1, "smiles": "C=NC(N)=C(O)O.CC(C)=O", "e_homo_ev": -7.423}

{"formula": "C15H19N2S3", "method": "wB97M-V/def2-TZVPD", "symbols": ["C", "C", "N", "C", "C", "S", "C", "N", "H", "H", "H", "H", "H", "H", "H", "H", "C", "C", "C", "C", "C", "S", "C", "C", "C", "S", "C", "C", "H", "H", "H", "H", "H", "H", "H", "H", "H", "H", "H"], "coordinates": [[-2.32350, 0.55083, 2.13323], [-1.70863, -0.84383, 2.28767], [-0.29654, -0.55118, 2.17135], [0.81350, -1.45613, 2.33400], [2.05135, -0.59807, 2.03281], [1.60073, 1.16431, 2.01358], [-0.10937, 0.79190, 2.03197], [-1.19973, 1.49687, 1.97860], [-3.00565, 0.59209, 1.26455], [-2.92789, 0.81985, 3.01321], [-1.95232, -1.30367, 3.25441], [-2.02754, -1.53859, 1.50389], [0.85210, -1.85781, 3.35754], [0.74254, -2.30320, 1.63912], [2.86078, -0.76226, 2.75187], [2.42784, -0.82047, 1.02468], [-6.12476, 2.85714, 2.66103], [-5.17407, 3.28906, 3.59483], [-3.93082, 3.74683, 3.15718], [-3.61821, 3.79074, 1.78611], [-2.31669, 4.29567, 1.32705], [-2.00865, 4.25446, -0.35428], [-0.27249, 4.77830, -0.61791], [0.20392, 5.92736, 0.24962], [0.27689, 5.44670, 1.68726], [-1.33356, 5.08423, 2.48107], [-4.58370, 3.33871, 0.86193], [-5.82956, 2.88488, 1.29493], [-7.10520, 2.52442, 3.00007], [-5.40314, 3.29588, 4.66164], [-3.19460, 4.08466, 3.88724], [0.33559, 3.87756, -0.45714], [-0.24024, 5.06756, -1.68012], [1.21755, 6.21142, -0.07539], [-0.45949, 6.79802, 0.15160], [0.86243, 4.52022, 1.77207], [0.71651, 6.22955, 2.32536], [-4.36069, 3.36650, -0.20348], [-6.57314, 2.57453, 0.55551]], "total_charge": 1, "homo_lumo_gap_ev": 6.11, "total_energy_ha": -1886.80996, "multiplicity": 1, "e_homo_ev": -10.767}

Molecular weight (computed, g mol⁻¹): 913.9; 495.3; 212.0; 160.2; 323.5